No. 1
16
Properties=species:S:1:pos:R:3:forces:R:3:lowdin_charge:R:1 method="wB97M-V/def2-TZVPD" orbital_gap_ev="6.26 / 6.26" total_charge=-1 multiplicity=1 homo_ev="-2.947 / -2.946"
C -1.7567 0.7679 0.2293 0.8 0.7 1.3 -0.1592
C -0.6428 0.7142 1.0672 -3.0 2.0 1.3 -0.1475
C -1.8070 -0.1494 -0.8144 -1.3 0.4 -1.5 -0.1516
C 0.3553 -0.1598 0.8363 0.1 -0.5 -1.2 -0.2153
C -0.8833 -1.1307 -1.0614 0.3 -0.3 0.9 -0.0596
C 0.2603 -1.1481 -0.1939 -0.6 0.1 0.5 -0.4276
N 1.1043 -2.1218 -0.3566 1.0 -0.4 -0.5 0.0447
O 1.7502 1.5069 -1.4966 0.3 -0.2 0.5 -0.4537
O 2.8302 1.9793 0.6370 0.1 0.1 0.3 -0.4683
F 2.2174 -1.8547 0.5564 0.0 -0.5 0.2 -0.2446
S 2.3854 0.9760 -0.3008 -0.4 0.5 -1.1 0.8343
H -2.5909 1.4514 0.4650 0.5 -0.4 -0.4 0.0829
H -0.7370 1.3415 2.0175 0.8 -0.8 -1.4 0.1234
H -2.6544 0.1196 -1.4615 0.2 -1.1 -0.2 0.0910
H 1.0943 -0.2441 1.5366 1.7 -0.5 1.7 0.0510
H -0.9254 -2.0481 -1.6603 -0.5 0.9 -0.5 0.1002



No. 2
20
Properties=species:S:1:pos:R:3:forces:R:3:lowdin_charge:R:1 method="wB97M-V/def2-TZVPD" orbital_gap_ev="8.22 / 7.72" total_charge=+2 multiplicity=8 homo_ev="-17.262 / -17.212"
O -3.5542 -5.0493 -1.5565 0.4 2.1 -0.1 0.0369
C -3.3375 -3.9338 -1.6138 -0.3 -2.0 0.2 -0.0143
Gd -0.5008 -0.0961 -0.0378 0.4 -0.1 -0.5 1.2306
C -0.5616 2.7674 -0.4611 -1.1 5.2 -0.8 -0.0722
O -0.8629 3.8647 -0.6833 1.5 -4.6 1.0 0.1708
C -2.4763 1.6509 -2.2283 -3.4 1.1 -0.2 -0.0637
O -3.5021 1.2821 -2.5142 0.7 0.0 0.2 0.2837
C -2.4699 1.4096 0.7832 -5.5 3.2 2.7 -0.0456
O -3.3695 2.0358 1.1783 4.6 -3.1 -2.0 0.1853
C -0.8350 1.1316 -2.5297 4.0 -0.3 -5.8 -0.2435
O -0.5104 1.4430 -3.6481 -1.6 -1.3 5.4 0.1348
H -0.6758 -1.9392 0.7536 0.1 0.1 -0.1 -0.0856
N 2.2090 -1.5527 1.4555 -0.2 -0.1 -0.6 0.1107
C 2.6633 -0.3147 1.2608 0.6 0.1 1.0 -0.8342
N 3.5574 0.1562 2.1409 -0.8 -0.2 -1.1 0.1668
S 2.0670 0.6539 -0.0504 0.2 -0.1 0.4 0.5787
H 2.7081 -2.1743 2.0687 -0.1 -0.2 0.3 0.1395
H 1.5848 -1.9910 0.7814 0.6 0.0 0.3 0.0484
H 3.9351 1.0810 2.0222 0.1 0.1 0.0 0.1284
H 3.9314 -0.4254 2.8785 0.0 0.1 0.0 0.1445



No. 3
29
Properties=species:S:1:pos:R:3:forces:R:3:lowdin_charge:R:1 method="wB97M-V/def2-TZVPD" orbital_gap_ev=1.20 total_charge=+3 multiplicity=1 homo_ev=-14.617
O 5.4258 3.4952 -2.4033 -0.9 -0.4 -0.1 -0.1309
V 3.9787 2.9798 -2.4577 0.7 -2.9 2.8 1.3309
O 3.9372 1.6328 -1.5481 0.1 3.6 -2.6 -0.2025
O 2.3837 -3.0879 -7.1568 0.8 -0.1 1.9 -0.1562
V 3.0011 -2.7397 -5.7615 -0.5 -2.1 0.0 1.3077
O 3.1507 -4.0307 -4.8578 -0.5 2.0 -2.0 -0.1648
In -7.5625 -0.4256 -4.0988 -0.1 0.0 0.0 0.9941
N -1.1717 -0.0839 -3.2686 -0.8 0.7 0.1 -0.5836
O -0.3377 -0.8649 -3.7700 -0.6 0.9 0.6 0.0136
O -0.9318 0.6491 -2.2812 0.4 -1.1 -1.1 0.0739
O -2.3249 0.0290 -3.7637 1.2 -0.4 0.2 0.0756
N -4.4123 4.8421 -6.7879 0.5 1.7 -2.4 -0.5835
O -4.8256 4.1844 -5.8982 -0.8 -1.9 1.5 0.2447
O -4.4572 4.5214 -7.9889 0.1 0.0 1.3 0.2461
O -3.9482 5.9487 -6.5146 0.3 0.1 -0.3 0.2694
C 1.6914 -2.7763 5.2610 -0.8 1.4 0.5 -0.0259
C 1.6014 -2.2486 3.9456 0.3 -0.4 2.5 -0.0336
C 0.8176 -1.1115 3.7247 -0.6 -0.2 -0.8 0.0040
C -0.0092 -0.5574 4.7094 1.6 -1.3 0.3 -0.1119
C 0.0262 -1.1348 6.0020 0.2 0.9 -0.8 0.0492
C 0.9325 -2.1834 6.3100 -0.4 -0.1 -1.8 -0.0030
N -0.7253 0.7048 4.4527 -0.4 1.0 -2.2 -0.3658
O -0.7785 1.2231 3.3380 1.3 -1.7 -0.9 0.0533
O -1.2775 1.2696 5.3277 -0.8 -0.1 3.4 0.1252
H 2.3857 -3.5580 5.5321 0.0 -0.2 -0.3 0.1106
H 2.2451 -2.6767 3.1915 -0.2 0.1 -0.3 0.1086
H 0.8268 -0.7910 2.6934 -0.3 0.7 0.1 0.1137
H -0.6085 -0.6679 6.7407 0.0 -0.1 0.3 0.1240
H 0.9667 -2.5417 7.3283 0.1 -0.1 0.0 0.1170



No. 4
20
Properties=species:S:1:pos:R:3:forces:R:3:lowdin_charge:R:1 method="wB97M-V/def2-TZVPD" orbital_gap_ev=6.63 total_charge=+3 multiplicity=1 homo_ev=-20.909
O -0.2476 1.6619 -3.1392 0.3 -1.5 2.4 0.2666
C -0.1519 1.0860 -2.1687 -0.3 1.7 -2.9 0.0235
Sn -0.0671 0.1752 0.1606 1.0 -3.3 0.9 1.2108
O 1.0172 -2.9282 -1.5043 -0.7 2.4 0.4 0.2404
C 0.6833 -1.8733 -1.2638 0.6 -1.9 -0.5 0.0447
C -0.7717 2.1862 1.2086 0.0 0.3 3.4 -0.0643
O -0.7253 2.0950 2.3955 -0.5 1.2 -5.4 0.2161
C -2.3101 -0.5032 0.0623 -4.4 -1.3 -1.0 0.0072
O -3.4223 -0.6358 -0.1065 2.8 0.4 0.6 0.2780
C 2.1624 0.8567 0.4283 4.8 1.7 -0.2 0.0114
O 3.1708 1.3818 0.4409 -3.0 -1.5 0.1 0.2743
H -0.9650 2.7348 0.1739 -0.1 0.1 2.6 0.1866
N -0.1377 -3.9427 1.5587 -0.7 1.1 0.2 0.2396
C 0.7953 -2.9870 1.5076 0.2 -1.5 0.0 -0.5889
N 2.0841 -3.3260 1.5658 0.2 1.2 0.2 0.2394
O 0.4463 -1.7591 1.3012 -0.4 1.8 -0.8 -0.2167
H -0.0041 -4.8501 2.0156 0.0 0.4 -0.5 0.1686
H -1.0889 -3.5881 1.4013 0.6 -0.8 0.5 0.1459
H 2.7319 -2.5443 1.4161 -0.1 -0.9 0.5 0.1462
H 2.4253 -4.1771 2.0265 -0.2 0.4 -0.5 0.1705



No. 5
15
Properties=species:S:1:pos:R:3:forces:R:3:lowdin_charge:R:1 method="wB97M-V/def2-TZVPD" orbital_gap_ev=8.77 multiplicity=1 homo_ev=-9.659
C 0.7724 2.4645 0.0352 -1.3 1.6 -1.0 -0.1861
C 0.3456 1.4612 -1.8295 1.2 2.8 5.8 -0.0804
C -0.2399 -2.0140 0.3887 -0.7 2.8 0.3 -0.0591
C -1.0559 -0.2823 -0.7754 0.0 0.7 -0.6 0.1154
C -1.5424 -0.9229 0.3468 2.5 -0.8 -0.6 -0.4302
C 0.7338 -1.9991 1.2511 0.0 0.2 1.0 0.0275
N 1.0311 2.4817 -1.3433 -0.1 -1.1 -0.5 0.0910
N -0.1218 1.6009 0.3807 0.5 -0.8 0.1 0.1200
N -0.3529 0.8770 -0.7914 -0.5 -1.0 1.1 -0.1190
O -2.4447 -1.2444 1.0295 -1.5 0.2 0.6 0.1314
H 0.9944 3.3438 0.6820 0.3 -1.2 -0.5 0.1262
H 0.2334 1.2318 -2.7822 -0.4 -1.3 -4.1 0.0833
H -0.4920 -2.8863 -0.0639 -0.9 -2.3 -1.6 0.0640
H 1.1749 -2.9119 1.5683 0.6 -0.8 -0.2 0.0583
H 0.9641 -1.1999 1.9034 0.3 1.2 0.2 0.0577



No. 6
18
Properties=species:S:1:pos:R:3:forces:R:3:lowdin_charge:R:1 method="wB97M-V/def2-TZVPD" orbital_gap_ev=7.11 total_charge=-2 multiplicity=1 homo_ev=-0.811
C 3.0235 -1.6666 -0.4926 3.8 -2.1 -1.4 -0.4575
C 1.2083 -1.0168 0.3602 -1.4 -0.4 0.6 -0.2362
C -2.9320 1.3162 0.0070 1.8 -0.5 0.1 -0.6965
C -2.9449 -1.2022 0.4279 -0.9 -1.5 1.2 -0.4836
C 1.6648 1.4168 0.1083 1.6 1.2 -0.8 -0.1049
C -2.1439 -0.1495 0.0537 0.8 5.2 0.8 -0.0931
N 1.9068 -2.1534 0.0339 0.0 0.4 0.3 -0.0596
N 3.1848 -0.3643 -0.6193 -1.0 -0.4 0.5 0.0024
N 1.9559 0.0015 -0.0547 1.6 2.0 -0.7 -0.2876
O -2.3759 2.1047 0.7895 0.1 0.1 0.6 -0.0831
O -3.6308 -1.8579 1.1748 0.4 0.2 -0.7 0.0759
O -3.8381 1.5215 -0.7931 -0.8 -0.6 -0.5 -0.0471
O -2.6398 -1.1458 -0.8665 -0.7 -1.7 -1.1 0.1112
H 3.9472 -2.3673 -0.7948 -2.1 1.5 0.5 0.0847
H 1.2462 1.9592 -0.7613 0.4 -0.7 -0.3 0.0655
H 0.8682 1.4448 0.7767 -1.2 0.3 1.6 0.0251
H 2.5488 2.1213 0.4356 -1.4 -1.9 -0.3 0.0918
H -1.0490 0.0379 0.2146 -1.0 -1.0 -0.2 0.0926



No. 7
22
Properties=species:S:1:pos:R:3:forces:R:3:lowdin_charge:R:1 method="wB97M-V/def2-TZVPD" orbital_gap_ev=7.07 multiplicity=1 homo_ev=-8.576
O 2.9544 2.0432 0.9785 -2.2 -0.3 0.0 0.0555
N 1.7138 2.1518 1.0116 0.4 1.6 0.2 -0.3426
O 1.1177 3.2472 0.8576 1.0 -1.8 0.1 0.0184
C 0.8825 0.9974 1.2788 -0.9 0.3 0.3 -0.0895
C -0.5353 1.1731 1.3450 3.8 -0.1 -0.8 0.0783
C -1.3291 0.0699 1.4138 -3.6 -1.8 1.2 -0.1161
N -2.7681 0.3090 1.5319 0.4 0.8 -1.1 -0.2994
O -3.2464 1.4176 1.2730 0.7 -2.0 0.7 0.0840
O -3.5254 -0.6982 1.8385 1.4 0.7 0.4 -0.0196
C -0.9365 -1.4085 1.4804 -0.7 -1.4 -2.5 -0.1439
N -1.5528 -2.0995 2.7132 0.7 -0.1 3.0 -0.0012
O -2.0792 -3.4741 2.7374 0.9 0.6 -1.4 -0.0106
C 0.5622 -1.4711 1.5068 1.8 -1.6 0.9 -0.2225
N 1.2446 -2.6206 1.5697 1.2 2.7 -1.8 0.1860
O 2.6099 -2.1756 1.2213 -2.0 -0.5 1.3 -0.0854
N 2.7252 -0.8349 1.1254 -3.6 0.4 1.6 0.1470
C 1.4648 -0.3488 1.4521 1.3 -0.1 -2.8 -0.1139
H -0.9707 2.1604 1.2033 0.2 -0.3 0.2 0.1395
H -1.3580 -2.0664 0.5827 0.8 1.5 1.6 0.2080
H -0.6344 -2.1844 3.3575 -3.1 0.8 -0.9 0.2289
H -2.5482 -1.4481 2.7172 1.1 -0.4 0.1 0.1684
H -2.6541 -3.6085 3.5246 0.5 1.0 -0.4 0.1305



No. 8
13
Properties=species:S:1:pos:R:3:forces:R:3:lowdin_charge:R:1 method="wB97M-V/def2-TZVPD" orbital_gap_ev=9.50 multiplicity=1 homo_ev=-9.135
N 2.8687 -0.2630 -0.9029 -4.6 2.0 2.2 0.1815
C 1.8784 0.1155 -0.3363 10.2 -2.1 -5.8 -0.2468
C 0.8643 0.2741 0.5122 -3.5 3.8 4.7 -0.3470
C -0.1771 1.3829 0.1312 0.3 -4.6 -2.0 0.0293
C -1.1997 0.9243 -0.6462 -2.4 3.5 4.3 -0.1336
O -1.7767 -0.2805 -0.5716 -0.6 -2.0 -1.6 -0.0607
C -1.0240 -1.3376 -0.1106 1.7 2.4 -0.7 -0.0703
C 0.1958 -0.9919 0.3861 -3.1 -7.4 0.7 -0.0824
H 1.3004 0.5790 1.5674 -0.8 -1.0 -1.7 0.2010
H -0.0140 2.3703 0.3660 0.4 2.0 0.1 0.0783
H -2.0967 1.6176 -0.5624 1.2 -0.2 -1.5 0.1508
H -1.4176 -2.3376 -0.4401 0.5 1.2 0.9 0.1490
H 0.5983 -2.0532 0.6072 0.7 2.3 0.2 0.1507



No. 9
13
Properties=species:S:1:pos:R:3:forces:R:3:lowdin_charge:R:1 method="wB97M-V/def2-TZVPD" orbital_gap_ev=10.25 multiplicity=1 homo_ev=-10.037
C 0.2157 -0.0373 0.3724 -3.3 -0.6 0.2 -0.5668
C -0.9645 -1.1054 0.0898 -1.9 -0.8 -2.5 -0.0949
C -2.0238 -0.9874 -0.9165 1.0 -3.0 3.7 -0.0112
C 1.3550 -0.0331 -0.5292 3.8 -3.9 -0.6 -0.0617
C 2.4042 -0.5453 -0.9908 0.0 3.3 -0.5 0.1470
C -0.3071 1.3289 0.1234 -0.9 0.4 0.1 -0.1741
H -0.2433 -0.4050 2.2184 -3.2 0.0 1.7 0.0510
H -0.7594 -2.1356 0.9285 -0.7 3.1 -3.4 0.2026
H -2.5580 -0.0302 -1.3946 1.9 -2.4 0.9 0.0948
H -2.5633 -2.1566 -0.9816 1.1 4.0 0.0 0.1127
H 3.4595 -0.3529 -1.5078 -2.9 -1.0 1.4 0.0996
N -0.7691 2.3131 -0.2515 0.2 -0.1 0.3 0.1828
O 0.4965 -0.3542 1.7004 4.9 1.0 -1.4 0.0182



No. 10
13
Properties=species:S:1:pos:R:3:forces:R:3:lowdin_charge:R:1 method="wB97M-V/def2-TZVPD" orbital_gap_ev=9.13 multiplicity=1 homo_ev=-8.917
N 3.2121 -1.4325 0.4875 0.2 0.0 0.2 0.1547
C 2.2386 -1.1745 -0.0664 0.8 -0.2 0.3 -0.2686
C 1.0633 -0.8714 -0.7499 -3.8 0.5 1.3 -0.1193
C 0.4121 0.4964 -0.6676 0.0 0.2 0.3 -0.1676
C -0.1983 -0.2248 0.4835 0.2 0.2 -0.2 -0.0767
C -1.7365 -0.2416 0.9890 3.6 -0.3 -1.3 -0.0316
C -2.6084 -0.8348 0.2415 -1.0 -0.6 -0.8 -0.2177
O -3.3281 -1.3742 -0.4944 0.2 0.2 0.3 0.1851
H 0.6810 -1.6030 -1.4433 0.0 0.1 -0.1 0.1170
H 1.0757 1.3250 -0.4327 0.0 0.0 -0.1 0.1122
H -0.2449 0.7309 -1.5016 0.0 -0.1 0.1 0.1154
H 0.4076 -0.1733 1.3801 0.1 0.1 -0.1 0.1004
H -1.8714 0.1492 1.9742 -0.3 0.0 0.2 0.0966



No. 11
14
Properties=species:S:1:pos:R:3:forces:R:3:lowdin_charge:R:1 method="wB97M-V/def2-TZVPD" orbital_gap_ev=9.11 multiplicity=1 homo_ev=-9.276
O -1.3774 -1.3076 1.8542 0.6 1.2 0.0 0.1499
C -0.8796 -0.3791 1.2658 -0.5 -2.1 0.2 -0.2927
C -1.0663 0.5119 0.1418 -2.8 1.8 -1.3 -0.0790
C -1.1773 0.0262 -1.2832 0.5 0.8 0.0 -0.0886
N -0.2318 -0.5428 -1.9092 -1.4 -0.7 -1.3 0.0615
C 0.9608 -0.8598 -1.3354 1.3 -0.3 0.6 -0.1765
C 1.3487 -0.4391 -0.1614 -1.8 2.3 3.8 0.0510
C 0.3138 0.3327 0.8211 2.6 0.8 -1.7 -0.2807
O 0.8556 1.4966 1.4649 -0.8 -1.1 -2.1 0.0495
H -1.7807 1.4474 0.3114 1.9 -1.8 0.0 0.2021
H -2.0211 0.3777 -1.9106 0.3 -0.3 0.7 0.1224
H 1.7552 -1.4185 -1.8041 -0.5 -0.1 -1.2 0.1074
H 2.3613 -0.4365 0.2113 0.0 -0.4 0.0 0.1062
H 0.9389 1.1910 2.3335 0.5 -0.1 2.4 0.0675



No. 12
16
Properties=species:S:1:pos:R:3:forces:R:3:lowdin_charge:R:1 method="wB97M-V/def2-TZVPD" orbital_gap_ev="6.90 / 6.52" multiplicity=1 homo_ev="-8.275 / -8.496"
C 0.7504 0.0943 -0.2451 -0.3 0.2 0.4 -0.1356
C 1.7017 -1.0189 -0.3266 -0.2 -0.3 -0.1 -0.2921
C 1.7980 1.0579 0.1231 -0.1 0.4 0.0 -0.2779
C 2.8154 -0.0784 0.0897 0.9 0.3 0.0 -0.2528
C -1.5732 -1.4494 -0.3024 2.3 3.1 0.0 0.0693
C -1.2756 1.4018 -0.1398 -0.3 0.9 0.3 -0.0597
N -0.5372 0.1940 -0.1606 -1.8 -4.2 -0.5 0.0209
O 1.5960 -2.1953 -0.5828 -0.1 -0.3 0.0 0.1021
O 1.7753 2.2290 0.4158 0.1 0.1 0.0 0.1127
O 3.9849 -0.1636 0.3420 -0.2 -0.1 0.0 0.1466
O -2.7485 -1.2467 0.1832 -0.8 0.1 0.3 0.0421
H -0.8874 -2.2139 0.0333 0.1 -0.2 0.1 0.0900
H -1.4879 1.7677 -1.1476 0.0 -0.1 0.0 0.1050
H -0.6805 2.1678 0.3765 -0.2 -0.1 -0.1 0.0986
H -2.2213 1.2322 0.3812 0.1 0.1 -0.1 0.0845
H -3.0102 -1.7785 0.9602 0.3 0.1 -0.2 0.1462



Number 1: total energy -934.876367 Ha. Number 2: total energy -1880.458979 Ha. Number 3: total energy -3375.046905 Ha. Number 4: total energy -1005.591501 Ha. Number 5: total energy -470.960452 Ha. Number 6: total energy -696.776878 Ha. Number 7: total energy -956.420614 Ha. Number 8: total energy -361.470991 Ha. Number 9: total energy -361.366719 Ha. Number 10: total energy -361.496737 Ha. Number 11: total energy -436.735255 Ha. Number 12: total energy -587.158193 Ha.